This record from the Open Molecules 2025 dataset describes a cluster of 3 separate species, C35H39ClF10NO8PS2 in total at a distorted geometry. The level of theory is the ωB97M-V functional and the def2-TZVPD basis.

Last column: Löwdin charge in e.
Cartesian coordinates (Å):
H  1.283  0.904  -2.855  0.178
C  2.582  5.932  0.633  -0.216
C  0.088  -2.053  -3.901  0.005
C  1.692  -11.343  -3.657  -0.083
C  1.983  2.173  -4.974  -0.092
C  0.168  4.887  -0.142  -0.144
H  1.169  -10.282  -1.879  0.119
C  1.370  2.050  -3.363  -0.135
C  -0.938  -1.260  -2.850  -0.122
H  4.529  4.564  4.613  0.118
Cl  -1.620  -1.023  -6.726  0.579
F  3.189  5.864  1.986  0.011
C  0.656  -6.037  -2.268  -0.103
C  -2.583  -0.333  -5.295  -0.548
F  -1.538  6.170  2.850  0.017
H  2.097  5.895  5.909  0.069
H  -0.618  3.231  -3.955  0.108
H  2.470  -10.649  -3.993  0.082
H  -2.849  -4.040  0.625  -0.039
O  4.859  5.655  6.291  -0.163
C  2.728  5.623  5.057  -0.086
C  -4.740  5.466  3.603  -0.077
H  -0.847  1.094  -4.803  0.117
H  3.529  6.863  7.333  0.106
C  -1.865  1.289  1.087  0.012
C  0.051  3.198  -2.998  -0.077
H  -5.999  4.420  6.628  0.149
H  3.001  6.553  4.548  0.079
C  -1.317  1.010  -1.776  -0.082
H  1.383  -6.327  -3.169  0.143
C  -1.180  2.812  1.175  -0.029
H  3.623  5.504  9.450  0.077
O  -3.881  -0.631  -5.159  -0.044
H  1.230  -11.767  -4.554  0.066
H  0.151  5.475  -1.154  0.119
F  1.620  -7.305  0.020  -0.041
O  2.765  2.685  -3.615  -0.204
H  0.693  4.156  -2.803  0.113
F  -3.674  5.627  1.324  0.014
C  0.062  -4.508  -2.394  -0.125
S  -2.011  -6.570  -0.045  0.122
H  1.809  0.990  -5.028  0.043
C  0.578  -3.619  -3.690  0.010
C  -3.640  4.763  2.562  -0.100
F  -2.144  4.706  4.633  0.015
H  3.065  4.502  8.105  0.065
H  2.172  3.805  -0.366  0.140
H  -0.958  -8.700  -4.951  0.117
H  4.733  4.359  8.659  0.082
F  -4.132  3.433  2.137  0.042
C  -2.104  4.798  3.125  -0.104
S  -2.656  -1.320  -0.360  0.806
C  -0.965  -3.776  -1.347  -0.286
N  -1.419  0.129  -2.946  -0.152
C  3.917  5.068  8.490  -0.086
C  -1.139  3.575  2.624  -0.101
O  -0.168  3.176  3.492  0.027
H  -2.531  1.610  -4.087  0.167
F  -4.204  6.758  4.174  0.025
H  0.520  -1.480  -4.837  0.064
H  3.072  2.057  -5.335  0.130
O  2.125  -4.920  -0.501  -0.022
F  3.650  5.942  -0.395  0.013
P  -1.620  -4.681  0.201  0.307
H  -1.518  -11.612  -4.193  0.066
C  0.671  -10.629  -2.791  -0.273
H  -2.326  0.793  2.063  0.118
C  -1.815  -10.594  -4.459  -0.081
C  3.968  4.870  5.502  -0.272
H  0.063  -10.054  -5.402  0.106
C  -0.632  2.521  -1.676  -0.034
O  -5.887  3.255  4.548  0.031
H  5.154  6.736  7.983  0.118
H  -0.482  5.493  0.620  0.107
H  3.705  3.949  6.033  0.107
C  -1.917  0.443  -0.320  -0.337
C  -5.301  4.441  4.753  -0.162
H  -0.675  -4.498  1.308  0.006
C  -0.610  -9.685  -4.620  -0.278
H  2.127  5.007  4.382  0.061
C  -0.565  3.387  -0.246  -0.023
C  1.704  4.564  0.413  -0.052
O  -5.191  4.864  6.189  0.013
H  1.556  3.928  1.412  0.134
F  -5.925  5.891  2.768  0.018
H  -0.124  -11.310  -2.469  0.109
H  -2.384  -10.645  -5.393  0.079
H  -2.473  -10.228  -3.664  0.085
H  1.310  -4.148  -4.462  0.107
H  2.158  -12.163  -3.103  0.079
C  -1.816  0.671  -4.249  -0.148
O  0.109  -9.473  -3.408  -0.185
C  -1.467  -2.200  -1.571  -0.328
F  1.618  7.078  0.468  -0.004
H  -0.173  -6.870  -2.255  0.088
C  4.345  6.158  7.522  -0.280
C  1.524  -6.087  -0.847  -0.170

## Properties
**Strongest force on any atom**: 9.902 eV Å⁻¹
**Orbital gap**: 6.54 eV
**Charge**: 0
**Highest occupied orbital energy**: -8.6584 eV
**DFT total energy**: -125417.869 eV


This record from the Open Molecules 2025 dataset describes a structure of composition C35H39CsN5 at a distorted geometry. The level of theory is the ωB97M-V functional and the def2-TZVPD basis.

Last column: Löwdin charge in e.
Cartesian coordinates (Å):
Cs  0.240  0.588  -0.539  1.497
C  5.456  -0.568  -1.820  -0.136
H  1.324  -2.108  3.091  0.124
C  0.914  -1.136  2.872  0.016
H  0.616  1.535  -7.938  0.091
H  -3.674  4.325  2.532  0.115
H  3.753  0.442  0.924  0.108
N  0.812  -0.275  -3.043  -0.104
H  3.763  -0.382  -8.133  0.091
H  -2.815  -1.745  2.697  0.116
C  1.742  0.566  -5.567  -0.140
H  0.807  -0.222  -8.066  0.087
C  3.107  -0.131  -2.186  -0.242
C  1.334  0.727  -8.051  -0.055
C  -0.915  2.508  1.872  -0.288
H  -0.725  -4.699  -1.796  0.083
H  -1.241  4.831  -1.671  0.087
H  3.931  2.151  -6.274  0.076
C  -0.537  4.909  -0.844  -0.024
H  -0.404  5.966  -0.633  0.087
C  3.943  0.152  -0.103  -0.120
H  3.574  0.898  -4.501  0.114
H  -2.753  5.553  0.575  0.120
H  0.773  -4.420  -0.896  0.076
H  -2.444  2.308  3.357  0.121
H  0.418  4.488  -1.144  0.076
C  -1.009  -2.182  1.622  -0.256
C  -3.011  -3.453  1.397  -0.041
H  7.957  0.227  -0.849  0.086
H  1.830  0.846  -9.010  0.090
H  6.022  -0.144  0.222  0.108
H  7.812  -1.528  -0.656  0.092
C  -2.084  2.884  2.519  0.003
H  6.215  -2.147  -4.003  0.075
C  3.143  2.083  -7.020  -0.033
H  -2.849  -5.062  -0.014  0.118
C  5.223  -0.194  -0.498  0.017
C  3.358  -0.401  -7.125  -0.030
H  -0.312  0.216  -6.155  0.109
H  7.938  -2.138  -3.655  0.092
C  2.552  0.566  -4.440  0.035
H  8.057  0.363  -3.816  0.091
C  -2.346  -4.241  0.475  -0.014
N  -0.833  0.158  1.898  -0.021
H  6.822  -2.925  -2.540  0.093
N  2.906  0.241  -0.925  -0.081
C  -2.336  -2.390  1.978  -0.003
C  4.334  -0.615  -2.636  0.036
H  1.408  2.171  3.361  0.125
C  7.046  0.399  -3.418  -0.031
H  4.188  -0.337  -6.425  0.074
C  -1.083  4.216  0.362  -0.327
C  7.939  -0.723  -1.374  -0.055
C  1.529  0.021  3.320  -0.035
C  0.003  -0.160  -4.088  -0.135
C  -1.009  -3.958  0.182  -0.321
H  6.908  1.361  -2.930  0.094
C  2.371  0.764  -6.930  -0.554
C  0.961  1.250  3.024  0.006
H  4.412  -0.984  -3.644  0.115
C  -2.252  4.680  0.966  -0.011
H  3.607  2.161  -8.002  0.092
C  -2.761  4.001  2.056  -0.034
N  -0.360  -2.952  0.754  0.162
C  -0.277  -1.017  2.163  -0.307
H  -4.042  -3.651  1.647  0.113
H  2.475  2.929  -6.890  0.092
H  8.904  -0.852  -1.857  0.090
C  6.833  -0.759  -2.427  -0.552
C  0.408  0.222  -5.355  0.017
C  -0.252  -4.772  -0.818  -0.028
H  -1.023  -0.464  -3.920  0.115
N  -0.434  3.147  0.808  0.052
H  -0.251  -5.822  -0.530  0.085
H  2.860  -1.357  -6.977  0.096
H  6.353  0.334  -4.253  0.074
C  2.082  0.077  -3.224  -0.265
C  -0.224  1.267  2.296  -0.376
H  2.440  -0.033  3.898  0.118
C  6.949  -2.075  -3.204  -0.035

## Properties
**Strongest force on any atom**: 1.185 eV Å⁻¹
**Orbital gap**: 9.47 eV
**Charge**: +1
**Highest occupied orbital energy**: -11.4333 eV
**DFT total energy**: -44923.312 eV